Computed, not measured: C50H67O4Pd as an isolated structure at a distorted geometry, with ωB97M-V with the def2-TZVPD basis set.

Atoms and positions in Å:
Pd  0.72719  -2.78734  0.60255
C  -1.19456  -3.16889  3.78465
O  -0.98734  -2.54497  2.53326
C  -1.31662  -1.19919  2.47558
C  -2.32846  -0.80023  1.59314
C  -2.90761  -1.77285  0.59631
C  -2.62733  -1.48274  -0.86115
C  -3.64695  -1.57000  -1.78246
C  -3.42954  -1.49070  -3.15713
C  -2.11437  -1.33969  -3.57698
C  -1.05768  -1.26180  -2.69279
C  0.34660  -1.32291  -3.25754
C  1.33622  -0.37031  -2.64274
C  1.39465  0.95835  -3.04839
C  2.31911  1.84884  -2.51640
C  3.10556  1.39830  -1.46066
C  3.06462  0.08534  -1.01255
C  3.85543  -0.33864  0.20234
C  3.26661  0.30240  1.43929
C  3.61138  1.57461  1.83883
C  3.05980  2.19049  2.96247
C  2.07941  1.47545  3.64431
C  1.70641  0.19661  3.28257
C  0.60949  -0.55385  4.00403
C  -0.69033  -0.25996  3.29681
C  -1.25460  1.00274  3.41144
C  -2.39557  1.35845  2.70882
C  -2.85266  0.47479  1.73458
C  -3.19345  2.61703  3.02827
C  -2.56907  3.42726  4.16996
C  -3.28834  3.52982  1.79911
C  -4.59885  2.16915  3.47256
C  2.32907  -0.47211  2.18741
O  2.15385  -1.72398  1.96699
C  3.56589  3.56251  3.39785
C  3.40902  4.56349  2.24172
C  5.05209  3.46347  3.78681
C  2.81059  4.13814  4.60305
C  2.23907  -0.82322  -1.67936
O  2.30499  -2.18472  -1.38657
C  3.42122  -2.82466  -1.96498
C  2.51830  3.26723  -3.04529
C  2.28436  4.28699  -1.92202
C  3.96425  3.38503  -3.55627
C  1.56677  3.61791  -4.19527
C  -1.27337  -1.31005  -1.28291
O  -0.32016  -1.17361  -0.43950
C  -4.58344  -1.72074  -4.12113
C  -5.07336  -3.16685  -3.93065
C  -4.18377  -1.53814  -5.59071
C  -5.74716  -0.75799  -3.84405
H  -1.47530  -2.44443  4.55836
H  -2.00858  -3.89934  3.67657
H  -0.28176  -3.69427  4.08219
H  -2.47680  -2.76006  0.81225
H  -3.99332  -1.82232  0.73464
H  -4.65377  -1.71628  -1.41137
H  -1.88642  -1.29587  -4.63292
H  0.71065  -2.34216  -3.08288
H  0.28884  -1.15318  -4.33921
H  0.70742  1.27934  -3.81728
H  3.77848  2.07918  -0.95887
H  3.76805  -1.42039  0.33925
H  4.90989  -0.06636  0.08996
H  4.38088  2.09559  1.28234
H  1.62118  1.90973  4.52092
H  0.85015  -1.61338  3.92742
H  0.55540  -0.26174  5.05633
H  -0.78176  1.70152  4.08204
H  -3.67779  0.75016  1.09338
H  -1.58309  3.78770  3.88831
H  -3.19318  4.29113  4.39528
H  -2.48028  2.82778  5.07271
H  -2.29290  3.86995  1.51996
H  -3.71604  3.01107  0.94495
H  -3.90601  4.40159  2.01921
H  -4.51847  1.43845  4.27627
H  -5.18107  3.01654  3.83374
H  -5.14569  1.70463  2.65572
H  3.95937  4.24150  1.36199
H  2.35967  4.65405  1.96801
H  3.78073  5.54745  2.53084
H  5.66714  3.18729  2.93334
H  5.40625  4.42215  4.16726
H  5.19045  2.71638  4.56656
H  1.75322  4.26306  4.37743
H  2.91810  3.50652  5.48253
H  3.22098  5.11806  4.85134
H  4.32560  -2.20251  -1.91052
H  3.58328  -3.74976  -1.40862
H  3.23248  -3.06711  -3.02351
H  2.89809  4.06813  -1.05386
H  2.52025  5.29521  -2.26340
H  1.24282  4.26440  -1.60945
H  4.67554  3.25466  -2.74518
H  4.16743  2.61938  -4.30274
H  4.13169  4.36226  -4.00708
H  0.52903  3.52169  -3.88586
H  1.72235  4.65171  -4.50267
H  1.73482  2.98322  -5.06210
H  -4.26143  -3.86240  -4.13524
H  -5.40085  -3.32552  -2.90593
H  -5.90607  -3.39485  -4.59811
H  -3.42944  -2.26430  -5.88665
H  -5.05675  -1.68110  -6.22956
H  -3.80003  -0.53447  -5.76543
H  -6.13735  -0.88100  -2.83696
H  -5.42323  0.27442  -3.96365
H  -6.55515  -0.95256  -4.55077
C  0.79216  -7.06282  -0.61063
C  0.69049  -5.52944  -0.68042
C  -0.46451  -5.10803  -1.59358
C  0.51235  -4.91589  0.70494
H  0.95711  -7.50286  -1.59599
H  -0.12333  -7.48070  -0.19705
H  1.61850  -7.35951  0.03449
H  1.63395  -5.16926  -1.11391
H  -1.39303  -5.58501  -1.28181
H  -0.28277  -5.38283  -2.63312
H  -0.60649  -4.02639  -1.52772
H  1.29604  -5.29535  1.37907
H  -0.46553  -5.22675  1.10727

Calculated values
E_HOMO (spin up / spin down)	-3.7957 / -3.7831	eV
Kohn-Sham gap (spin up / spin down)	6.00 / 5.80	eV
charge	-1
lowest unoccupied orbital energy (spin up / spin down)	2.2 / 2.0	eV

These are the Löwdin partial charges, in e, on atoms 1 to 99:
1 Pd 0.96
2 C -0.07
3 O -0.18
4 C -0.20
5 C -0.12
6 C -0.08
7 C -0.14
8 C -0.02
9 C -0.20
10 C -0.01
11 C -0.14
12 C -0.08
13 C -0.13
14 C 0.03
15 C -0.16
16 C 0.02
17 C -0.11
18 C -0.08
19 C -0.13
20 C -0.02
21 C -0.19
22 C -0.01
23 C -0.14
24 C -0.08
25 C -0.13
26 C 0.02
27 C -0.17
28 C 0.02
29 C -0.55
30 C -0.07
31 C -0.05
32 C -0.05
33 C -0.34
34 O -0.17
35 C -0.56
36 C -0.06
37 C -0.06
38 C -0.07
39 C -0.20
40 O -0.19
41 C -0.08
42 C -0.55
43 C -0.04
44 C -0.05
45 C -0.07
46 C -0.35
47 O -0.12
48 C -0.56
49 C -0.05
50 C -0.08
51 C -0.06
52 H 0.10
53 H 0.09
54 H 0.09
55 H 0.12
56 H 0.12
57 H 0.10
58 H 0.10
59 H 0.11
60 H 0.12
61 H 0.11
62 H 0.10
63 H 0.10
64 H 0.12
65 H 0.10
66 H 0.10
67 H 0.10
68 H 0.12
69 H 0.10
70 H 0.12
71 H 0.08
72 H 0.08
73 H 0.08
74 H 0.09
75 H 0.07
76 H 0.08
77 H 0.09
78 H 0.08
79 H 0.07
80 H 0.06
81 H 0.09
82 H 0.08
83 H 0.07
84 H 0.07
85 H 0.09
86 H 0.08
87 H 0.08
88 H 0.08
89 H 0.10
90 H 0.09
91 H 0.10
92 H 0.06
93 H 0.08
94 H 0.09
95 H 0.07
96 H 0.09
97 H 0.08
98 H 0.08
99 H 0.08